[1]
The following is a quantum chemistry calculation of an isolated ion of composition C5H12N2O2P and charge +1, from the Open Molecules 2025 dataset.

Structure (ORCA input):
```
! wB97M-V def2-TZVPD RIJCOSX def2/J DEFGRID3
* xyz 1 1
N 0.264 -1.460 -2.295
C 0.246 -1.574 -0.992
O 1.092 -2.278 -0.248
C 0.416 -1.959 1.021
C -0.700 -1.292 0.197
O -1.939 -1.800 0.125
C -0.652 0.240 0.609
C 0.665 0.924 0.137
N 0.926 2.168 0.817
P 0.128 3.563 0.404
H -0.498 -0.906 -2.715
H 1.086 -1.802 -2.859
H 0.925 -1.201 1.588
H 0.424 -2.825 1.529
H -2.552 -1.066 0.340
H -1.505 0.736 0.307
H -0.609 0.286 1.688
H 0.548 1.101 -0.855
H 1.445 0.320 0.306
H 1.091 2.085 1.849
H 0.305 3.636 -1.047
H -1.107 3.104 0.092
*
```

## Properties
HOMO: -12.5 eV
ΔE to the lowest compared entry with this formula, charge and spin: 81.2 kcal per mole
E_tot: -798.71908 hartree
LUMO energy: -4.076 eV
Kohn-Sham gap: 8.43 eV

[2]
The following is a quantum chemistry calculation of C15H24Cl2EuNO2P as an isolated structure, from the Open Molecules 2025 dataset.

Structure (ORCA input):
```
! wB97M-V def2-TZVPD RIJCOSX def2/J DEFGRID3
* xyz 0 8
C 0.491 3.289 -3.552
C -0.768 2.769 -3.257
C -0.912 1.647 -2.409
C 0.270 1.055 -1.995
C 1.522 1.606 -2.162
C 1.650 2.743 -2.968
C -2.297 1.183 -1.950
C -2.668 -0.282 -1.610
N -2.052 -1.288 -2.450
Eu -0.811 0.166 -0.034
C 2.673 0.958 -1.432
P 2.053 -0.713 -0.898
H -1.674 3.244 -3.680
H 2.639 3.170 -3.149
H 0.592 4.141 -4.224
H 2.921 1.507 -0.502
H 3.566 0.839 -2.045
H -2.645 1.797 -1.089
H -2.988 1.388 -2.784
H -2.711 -0.736 -0.533
C 3.590 -1.334 -0.141
C 2.171 -1.545 -2.524
H -3.790 -0.282 -1.638
C -1.468 -0.917 -3.771
C -3.018 -2.411 -2.607
H 0.061 -1.696 1.382
H -1.821 -1.591 -4.583
H -1.577 0.103 -4.154
H -0.410 -1.153 -3.644
H -3.215 -2.738 -3.647
H -2.522 -3.237 -2.108
H -3.997 -2.205 -2.142
H 3.214 -1.483 -2.866
H 1.875 -2.592 -2.395
H 1.509 -1.077 -3.258
H 4.426 -1.174 -0.841
H 3.770 -0.789 0.796
H 3.469 -2.399 0.073
H -0.150 -2.171 0.719
Cl -1.249 -0.023 3.154
C -0.933 1.708 2.813
Cl 0.529 1.936 1.743
C -2.188 2.252 2.083
O -2.773 3.163 2.648
O -2.433 1.624 0.980
H -0.745 2.218 3.748
*
```

## Properties
HOMO (alpha / beta): -6.8 / -7.1 eV
ΔE to the lowest compared entry with this formula, charge and spin: 0.0 kcal per mole
E_tot: -2763.13983 hartree
LUMO energy (alpha / beta): 0.181 / 0.132 eV
⟨S²⟩: 15.761
Kohn-Sham gap (alpha / beta): 6.94 / 7.23 eV

[3]
The following is a quantum chemistry calculation of C9H7N2O7Pt as an isolated structure, from the Open Molecules 2025 dataset.

Structure (ORCA input):
```
! wB97M-V def2-TZVPD RIJCOSX def2/J DEFGRID3
* xyz -1 1
Pt 0.177 0.209 -0.142
C -3.125 1.354 2.373
C -2.177 1.305 1.220
N -2.029 0.246 0.474
O -2.763 -0.885 0.857
C -1.348 2.417 0.859
C -1.713 3.841 1.169
N -0.252 2.106 0.203
O 0.545 2.960 -0.288
H -3.175 0.359 2.812
H -4.127 1.627 2.042
H -2.782 2.077 3.109
H -2.496 -1.565 0.225
H -2.781 3.999 1.050
H -1.170 4.489 0.486
H -1.434 4.117 2.186
O 3.582 -4.660 2.036
C 2.876 -3.743 1.656
C 2.710 -3.282 0.232
O 3.296 -3.757 -0.731
C 1.776 -2.160 0.281
C 1.373 -1.904 1.642
O 0.637 -0.942 1.963
C 1.993 -2.902 2.534
O 1.823 -3.068 3.732
O 1.303 -1.495 -0.696
*
```

## Properties
HOMO (alpha / beta): -4.1 / -4.1 eV
ΔE to the lowest compared entry with this formula, charge and spin: 40.2 kcal per mole
E_tot: -1102.56793 hartree
LUMO energy (alpha / beta): 1.376 / 1.345 eV
Kohn-Sham gap (alpha / beta): 5.47 / 5.41 eV

| no. | strongest force on any atom (eV Å⁻¹) |
| --- | --- |
| 1 | 4.52 |
| 2 | 2.68 |
| 3 | 2.45 |